Entry 1:
Density functional theory data (ωB97M-V/def2-TZVPD) for a structure of composition C15H17BiBrN3O4SSbSe4 at a distorted geometry.

## Properties
LUMO energy, eV: 2.238
HOMO level, eV: -4.56
E_tot, a.u.: -14079.87800
Total charge: -1

Structure (XYZ):
```
47
Properties=species:S:1:pos:R:3:forces:R:3
Bi -0.98091 -0.75365 -0.01105 0.274 -0.617 0.295
O -1.54840 -0.24520 2.40722 0.428 0.378 0.073
N -0.68159 0.39776 3.06965 -0.392 -0.102 0.266
N 0.30512 0.87711 2.41896 0.192 0.102 -0.206
O 0.49245 0.78739 1.11546 -0.226 -0.094 0.452
C 1.27769 1.61256 3.16367 0.108 0.119 0.191
C 1.31890 1.55156 4.55463 -0.024 -0.031 -0.046
C 2.29411 2.26044 5.23380 0.033 0.024 -0.032
C 3.22114 3.02882 4.54149 0.034 0.077 0.029
C 3.15767 3.10070 3.15891 0.004 -0.023 0.106
C 2.19031 2.39000 2.46546 -0.090 -0.056 -0.154
H 0.59206 0.95611 5.08421 -0.001 -0.036 0.005
H 2.33678 2.21292 6.31446 -0.030 -0.031 0.002
H 3.98466 3.57411 5.08190 -0.008 0.009 -0.007
H 3.86452 3.71620 2.61778 -0.001 -0.023 -0.040
H 2.11563 2.42752 1.38869 0.021 -0.022 0.002
O -6.87925 -3.29706 -1.56480 -0.044 -0.224 0.002
C -5.80843 -2.65864 -1.04872 0.198 0.317 0.148
C -5.59243 -1.29799 -1.21634 -0.047 -0.109 -0.023
C -4.45232 -0.74026 -0.68038 -0.107 0.066 0.025
N -3.54552 -1.44325 -0.00206 0.007 -0.266 0.274
C -3.79038 -2.73119 0.17950 -0.110 0.181 -0.013
Br -2.51974 -3.71093 1.20159 -0.049 -0.021 -0.060
C -4.89484 -3.39567 -0.30194 -0.048 -0.207 -0.060
H -7.35273 -2.70288 -2.15500 -0.017 0.088 -0.030
H -6.25861 -0.68293 -1.80458 -0.003 0.026 -0.016
H -4.24885 0.31586 -0.80235 0.085 -0.015 -0.099
H -5.03788 -4.45270 -0.13540 0.006 0.005 -0.006
Se -4.38833 0.60236 -3.99879 0.143 0.090 0.033
Sb -2.04071 0.59470 -3.44857 0.295 -0.683 0.383
Se -1.62255 1.50724 -1.02378 -0.264 0.909 -0.624
Se -1.21104 -1.70841 -2.55646 -0.281 0.215 -0.995
Se -0.47982 1.48607 -5.05478 -0.098 -0.007 0.239
O 1.45491 -1.39113 -0.41972 -0.102 -0.056 -0.054
S 2.05213 -1.38169 -1.81453 0.468 0.134 0.278
C 3.86005 -1.40036 -1.49530 -0.178 -0.123 -0.211
C 4.44390 -0.37116 -2.44586 0.031 0.076 0.041
C 3.54510 0.85450 -2.29931 0.057 -0.041 0.019
C 2.10645 0.35202 -2.37651 0.136 -0.059 -0.184
H 4.22382 -2.41501 -1.65035 0.025 0.006 0.041
H 3.98453 -1.11254 -0.45020 -0.088 -0.007 -0.001
H 4.40152 -0.74336 -3.47311 0.060 0.012 -0.009
H 5.48505 -0.14888 -2.20420 0.005 -0.048 -0.052
H 3.73215 1.59139 -3.08092 -0.009 0.046 0.059
H 3.73072 1.32449 -1.33047 -0.001 0.016 -0.023
H 1.74044 0.34270 -3.40389 -0.200 0.087 0.054
H 1.42255 0.92036 -1.74805 -0.192 -0.080 -0.073
```
Positions in Å, forces in eV/Å.

Entry 2:
Density functional theory data (ωB97M-V/def2-TZVPD) for a structure of composition C24H22BrN3PtSbSe3Te at a distorted geometry.

## Properties
LUMO energy (alpha / beta), eV: -5.626 / -5.622
HOMO level (alpha / beta), eV: -9.30 / -9.29
ΔE to the lowest compared entry with this formula, charge and spin, kJ/mol: 219.8
E_tot, a.u.: -11497.60553
Total charge: +1

Structure (XYZ):
```
56
Properties=species:S:1:pos:R:3:forces:R:3
Pt -0.66818 0.42873 -0.16352 1.883 -0.961 -0.402
C 0.41022 -2.88287 -0.14632 -0.190 -0.083 -0.096
C 1.57552 -1.95967 -0.13422 -0.025 -0.337 -0.187
C 2.84462 -2.32697 -0.56862 0.075 0.194 0.297
C 3.86962 -1.40147 -0.48302 -0.038 -0.019 0.120
C 3.63752 -0.17687 0.13318 -0.039 -0.068 0.097
C 2.34922 0.10073 0.54888 0.304 0.950 0.571
N 1.34872 -0.74627 0.36258 -0.847 0.426 -0.579
Sb 1.83532 1.76883 1.87368 -0.620 -0.286 -0.446
C 0.25122 0.55313 2.82138 0.888 0.774 0.011
C 0.30482 0.43643 4.19888 0.002 -0.035 -0.166
C -0.62858 -0.36477 4.84128 -0.105 -0.053 -0.039
C -1.57248 -1.02347 4.08038 0.243 0.088 0.035
C -1.58168 -0.84707 2.69878 -0.173 -0.260 0.311
C -2.58498 -1.57447 1.87218 -0.060 0.053 -0.223
N -0.68588 -0.05977 2.10588 -1.083 -0.004 -1.223
C 0.33072 2.94743 0.75378 1.216 0.163 0.556
C 0.66532 4.26643 0.50738 0.017 0.033 -0.166
C -0.35058 5.16373 0.21528 0.022 -0.051 0.074
C -1.65958 4.72033 0.26078 0.041 -0.053 -0.032
C -1.92808 3.37773 0.51938 0.061 0.528 -0.088
C -3.32798 2.90853 0.71398 -0.071 -0.183 -0.198
N -0.92248 2.51503 0.70278 -0.247 -0.102 0.239
H 0.54222 -3.67957 -0.86922 -0.050 -0.126 -0.051
H -0.49478 -2.31177 -0.37262 0.079 -0.207 -0.040
H 0.29632 -3.32157 0.84438 -0.024 -0.092 0.110
H 3.01522 -3.31097 -0.97662 -0.038 -0.070 -0.039
H 4.85222 -1.63327 -0.86502 0.113 -0.084 -0.010
H 4.43792 0.53213 0.29448 0.000 0.014 -0.029
H 1.07202 0.96273 4.74828 0.014 -0.022 0.081
H -0.60728 -0.47547 5.91398 -0.014 -0.033 0.125
H -2.29578 -1.68857 4.52688 -0.069 0.005 0.074
H -3.59748 -1.24677 2.10688 -0.037 0.041 -0.014
H -2.53418 -2.64427 2.07318 0.001 -0.034 -0.044
H -2.38788 -1.39527 0.81358 -0.078 -0.191 0.165
H 1.69782 4.57523 0.56968 0.059 0.138 -0.001
H -0.11968 6.20253 0.03538 -0.038 0.109 -0.084
H -2.48458 5.40293 0.12308 -0.027 0.070 0.002
H -4.00718 3.75273 0.79358 -0.030 0.021 0.031
H -3.39138 2.30493 1.61768 -0.022 -0.032 0.055
H -3.64908 2.28363 -0.11712 -0.067 -0.005 -0.026
Se -3.44068 1.28813 -3.11022 0.627 0.811 0.630
Se -2.89268 -0.02117 -1.31482 0.379 -0.301 -0.236
Te -1.57648 2.73323 -3.79092 -1.159 -0.300 -0.715
Se 0.77522 1.06333 -2.28752 -0.785 -0.525 1.895
Br 1.58772 -5.19097 -4.07322 0.024 0.381 0.026
C 1.34782 -3.32827 -3.74812 -0.020 -0.167 -0.030
C 2.43582 -2.46637 -3.75582 -0.054 -0.292 -0.195
C 2.26342 -1.14067 -3.40302 -0.193 0.176 -0.091
C 1.00102 -0.67787 -3.03882 -0.103 0.122 0.061
C -0.09438 -1.52947 -3.13752 -0.074 0.172 -0.064
C 0.07332 -2.85357 -3.47632 0.169 -0.261 -0.174
H 3.41262 -2.84617 -4.01372 0.104 0.008 -0.018
H 3.11692 -0.47817 -3.39122 0.050 0.058 0.090
H -1.09058 -1.16717 -2.92542 0.095 -0.003 0.079
H -0.77568 -3.51767 -3.50842 -0.083 -0.094 -0.030
```
Positions in Å, forces in eV/Å.

Entry 3:
Density functional theory data (ωB97M-V/def2-TZVPD) for a structure of composition C10H27I2LuOP2Si at a distorted geometry.

## Properties
LUMO energy (alpha / beta), eV: -8.340 / -9.717
HOMO level (alpha / beta), eV: -14.81 / -15.16
E_tot, a.u.: -3275.01403
Total charge: +2

Structure (XYZ):
```
44
Properties=species:S:1:pos:R:3:forces:R:3
I 1.33144 -4.62769 -3.14718 -0.054 0.064 0.061
I -2.25441 -3.41448 -0.75390 -0.054 -0.151 -0.062
Lu -1.02439 -1.10940 -0.10940 -1.098 -0.378 0.323
P 0.78862 -1.78962 1.74462 1.072 -0.962 1.786
C 1.37671 -3.47758 1.35108 -0.554 -0.059 -0.363
C 2.36515 -0.99965 2.20444 0.145 0.601 -0.242
H 2.73280 -1.35873 3.17711 -0.255 -0.075 -0.341
H 0.59542 -2.35094 4.14348 -0.152 0.097 -0.399
H 2.24614 0.08498 2.26045 0.130 -0.208 0.134
H -0.43586 -0.95756 3.68644 0.151 -0.345 -0.033
H 2.08808 -3.40705 0.51981 -0.053 -0.124 0.174
H 3.11750 -1.21447 1.43724 -0.090 0.021 0.137
C -0.07092 -1.94468 3.36598 -0.449 0.083 -0.185
H 1.85206 -3.94264 2.22294 -0.088 0.159 -0.182
H -0.94270 -2.60626 3.25088 0.245 0.108 0.122
H 0.51851 -4.07636 1.01253 0.353 -0.025 0.180
P -1.16626 0.41751 -2.30962 -0.699 1.051 -1.920
C -1.08399 -0.69405 -3.76166 -0.184 -0.481 0.423
C -2.83997 1.18217 -2.38344 -0.166 -0.236 0.400
H 0.16891 2.43236 -2.05301 -0.066 0.013 -0.271
H -0.55990 2.36494 -3.67320 0.008 -0.375 0.212
H 0.85113 1.34464 -3.26826 -0.144 0.081 0.029
C -0.08335 1.76724 -2.88217 0.453 0.245 0.415
H -2.95937 1.89121 -1.55094 0.008 -0.183 -0.329
H -3.00443 1.71327 -3.33433 0.180 -0.273 0.287
H -1.46145 -0.19381 -4.66150 0.108 -0.066 0.225
H -1.67324 -1.59695 -3.54482 0.122 0.228 -0.294
H -3.60104 0.39561 -2.26902 0.131 0.238 -0.116
H -0.03977 -0.99684 -3.90193 -0.188 0.026 -0.110
C 1.08781 -1.05491 -1.10183 6.178 -0.998 -3.548
O 2.11009 -1.17445 -1.66463 -5.206 0.870 3.011
C 1.51345 2.08488 0.40362 -0.152 -1.241 -0.609
Si -0.23214 1.45154 0.90191 1.526 3.640 1.239
C -0.19339 1.61373 2.79268 -0.544 -1.108 0.248
C -1.34682 2.90669 0.40730 -0.909 -0.706 -0.523
H 2.30590 1.41343 0.75099 -0.019 0.292 -0.142
H 1.64792 3.06495 0.87446 -0.245 -0.127 0.051
H 1.61391 2.19673 -0.68133 0.176 0.067 0.271
H -0.03438 2.67365 3.03106 -0.032 -0.127 -0.294
H -1.16369 1.31398 3.22014 0.307 0.198 0.099
H 0.59296 1.03100 3.28907 -0.223 0.196 -0.121
H -1.02813 3.78081 0.98974 0.123 -0.290 0.024
H -1.31053 3.17339 -0.65653 -0.011 -0.042 0.316
H -2.39441 2.68937 0.67076 0.218 0.302 -0.082
```
Positions in Å, forces in eV/Å.

Entry 4:
Density functional theory data (ωB97M-V/def2-TZVPD) for a structure of composition C3H7O3Rh at a distorted geometry.

## Properties
Spin multiplicity: 5
LUMO energy (alpha / beta), eV: -9.832 / -12.307
HOMO level (alpha / beta), eV: -19.44 / -20.79
ΔE to the lowest compared entry with this formula, charge and spin, kJ/mol: 145.4
E_tot, a.u.: -453.81930
Total charge: +2

Structure (XYZ):
```
14
Properties=species:S:1:pos:R:3:forces:R:3
O -0.45425 1.50131 0.89666 -2.569 0.418 -3.201
C -1.00795 1.07638 -0.19684 -0.024 2.070 2.674
C -0.62767 -0.17164 -0.71332 -1.299 -2.136 1.838
O -0.21451 -0.93952 0.40956 -0.954 0.240 -3.335
C -0.29743 -2.35640 0.30106 -0.095 -2.059 0.134
Rh 0.99432 0.28845 1.41466 1.554 0.697 5.362
H -1.94842 1.52508 -0.54270 0.585 0.605 -0.299
H -1.33552 -0.69342 -1.36213 0.639 -0.010 -0.434
H 0.52014 -2.78150 0.89165 -0.238 0.091 0.017
H -1.26750 -2.65026 0.72123 0.276 -0.082 -0.198
H -0.17278 -2.70164 -0.73329 -0.184 0.296 0.217
O 2.22955 0.25087 -0.05339 -1.769 -0.471 -6.245
H 1.49142 0.11235 -1.09758 3.309 0.564 3.844
H 2.91525 -0.42181 -0.11786 0.770 -0.223 -0.374
```
Positions in Å, forces in eV/Å.